[1]
Entry from the Open Molecules 2025 dataset: an isolated ion of composition C5H6N and charge +1 (the ωB97M-V functional and the def2-TZVPD basis).

Structure (XYZ):
```
12
Properties=species:S:1:pos:R:3:forces:R:3:nbo_charge:R:1
C 1.6429 1.3616 0.2952 -0.7 -1.5 -0.2 0.63
C 2.1170 0.0852 0.0678 -2.3 1.6 -0.1 -0.69
C 1.3305 -1.0442 -0.0164 -0.8 -0.5 0.8 0.18
C -0.1994 -0.9589 -0.0028 2.3 1.9 0.3 0.05
C -1.9049 0.8383 0.0058 -0.9 1.0 1.8 -0.47
N -0.6810 0.1868 0.1408 3.2 0.1 -0.9 -0.25
H 3.1135 0.2036 -0.2578 1.8 -0.5 0.1 0.33
H 1.8013 -2.0482 -0.0316 -0.3 0.6 -0.4 0.26
H -0.6874 -1.8302 -0.2326 -1.5 -2.2 -0.4 0.21
H -2.7365 0.2925 0.4805 0.1 0.2 -0.5 0.24
H -2.1048 1.1487 -1.0215 0.1 -0.3 -0.1 0.27
H -1.6910 1.7649 0.5726 -0.9 -0.1 -0.3 0.25
```
Forces are in eV/Å.

The energy above the lowest of the compared OMol25 structures with the same formula, charge and spin comes out at 6.935 eV. The calculation puts the HOMO-LUMO gap at 7.18 eV. Its total charge is +1. The LUMO energy comes out at -7.758 eV.

=====

[2]
Entry from the Open Molecules 2025 dataset: C47H42Br2FeN4O5PSe as an isolated structure (the ωB97M-V functional and the def2-TZVPD basis).

Structure (XYZ):
```
103
Properties=species:S:1:pos:R:3:forces:R:3:lowdin_spin:R:1
Fe 1.2809 -0.1056 -0.5871 0.0 0.6 0.3 1.04
Se 5.8148 -3.8137 -5.5362 -0.2 0.2 0.2 0.00
N 4.7035 -4.3621 -4.2468 0.1 0.0 -0.1 0.00
C 4.1574 -3.2963 -3.7279 0.2 -0.1 -0.3 0.00
C 3.1902 -3.3381 -2.6507 -0.4 0.4 0.4 0.00
C 2.7702 -4.5111 -2.0255 -0.1 0.1 0.1 0.00
C 1.8567 -4.4167 -0.9970 0.0 -0.1 0.0 0.00
C 1.3630 -3.1696 -0.6235 0.1 0.0 -0.1 0.00
N 1.7443 -2.0519 -1.2239 -0.3 -0.5 -0.2 0.01
C 2.6524 -2.1228 -2.2009 0.1 -0.7 0.0 0.00
C 3.0769 -0.8540 -2.7444 0.4 0.4 -0.6 0.00
N 2.5273 0.2405 -2.1945 0.0 0.1 0.2 -0.01
C 2.8925 1.4301 -2.6453 0.1 -0.1 0.0 0.00
C 3.8247 1.5857 -3.6664 0.0 0.0 -0.1 0.00
C 4.3956 0.4724 -4.2461 -0.1 0.1 0.1 0.00
C 4.0210 -0.7862 -3.7818 -0.5 0.3 0.5 0.00
C 4.5647 -2.0291 -4.2937 0.2 -0.2 -0.2 0.00
N 5.4354 -2.0874 -5.2643 0.0 -0.1 0.0 0.00
H 3.1737 -5.4604 -2.3485 0.0 0.0 0.0 0.00
H 1.5132 -5.2953 -0.4703 0.0 0.0 0.0 0.00
H 0.6546 -3.0611 0.1845 0.0 0.0 0.0 0.00
H 2.4472 2.2809 -2.1553 0.0 0.0 0.0 0.00
H 4.0835 2.5842 -3.9882 0.0 0.0 0.0 0.00
H 5.1195 0.5504 -5.0451 0.0 0.0 0.0 0.00
O 3.5625 -1.4616 2.1121 0.0 0.1 0.0 -0.01
C 3.0367 -0.5363 1.5404 0.1 -0.1 0.2 0.00
O 2.9603 -0.4151 0.2361 0.2 -0.3 0.1 -0.01
C 2.4620 0.6776 2.2597 0.1 0.1 0.2 0.00
P 1.3900 1.4828 1.0360 -0.1 0.0 -0.4 -0.04
C 2.2136 3.0081 0.5374 0.1 0.0 0.1 0.00
C 1.5248 4.2143 0.4578 0.0 0.0 0.0 0.00
C 2.1676 5.3531 0.0011 0.0 0.0 0.0 0.00
C 3.5026 5.2950 -0.3760 0.0 0.0 0.0 0.00
C 4.1955 4.0939 -0.2943 0.0 0.1 0.0 0.00
C 3.5545 2.9537 0.1591 0.0 -0.1 0.1 0.00
C -0.1247 1.9619 1.8858 -0.1 0.0 -0.1 -0.01
C -1.3643 1.7009 1.3132 0.0 0.0 0.1 0.00
C -2.5232 2.0239 2.0009 0.0 0.0 -0.1 0.00
C -2.4497 2.6058 3.2567 0.0 0.1 0.1 0.00
C -1.2127 2.8698 3.8322 -0.1 0.0 0.0 0.00
C -0.0514 2.5442 3.1482 0.0 0.1 0.0 0.00
H 3.2950 1.3210 2.5502 0.0 0.0 0.0 0.00
H 1.9241 0.3850 3.1575 0.1 0.1 -0.1 0.00
H 0.4800 4.2628 0.7348 0.0 0.0 0.0 0.00
H 1.6195 6.2838 -0.0688 0.0 0.0 0.0 0.00
H 4.0034 6.1852 -0.7330 0.0 0.0 0.0 0.00
H 5.2370 4.0473 -0.5854 0.0 0.0 0.0 0.00
H 4.0961 2.0152 0.2076 0.0 0.0 0.0 0.00
H -1.4097 1.2364 0.3402 0.0 0.0 0.0 0.00
H -3.4870 1.8085 1.5579 0.0 0.0 0.0 0.00
H -3.3582 2.8475 3.7932 0.0 0.0 0.0 0.00
H -1.1525 3.3232 4.8121 0.0 0.0 0.0 0.00
H 0.9117 2.7464 3.6037 0.0 0.0 0.0 0.00
C -4.6850 -4.9933 0.8375 0.0 0.0 0.0 0.00
C -4.8496 -3.5505 0.3400 -0.1 0.0 0.0 0.00
C -5.3850 -3.5955 -1.0911 0.0 0.0 0.0 0.00
C -5.8807 -2.8289 1.2190 0.0 0.0 0.0 0.00
C -3.5139 -2.8218 0.4267 0.1 0.1 -0.1 0.00
C -2.9019 -2.2267 -0.6633 0.0 -0.1 0.1 0.00
C -1.6946 -1.5690 -0.5024 0.0 0.0 0.1 0.00
Br -0.9517 -0.7425 -2.0472 -0.2 -0.1 0.0 0.03
C -1.0181 -1.4399 0.7223 -0.2 -0.1 0.2 0.00
O 0.1271 -0.7928 0.8539 0.6 0.0 -0.6 -0.02
C -1.6440 -2.0593 1.8452 0.0 0.1 -0.2 0.00
C -2.8505 -2.7168 1.6468 0.0 0.0 -0.1 0.00
C -1.0767 -2.0924 3.2729 0.0 0.0 0.1 0.00
C 0.2151 -1.3064 3.4778 0.0 0.0 0.0 0.00
C -0.7863 -3.5553 3.6578 0.0 0.1 0.0 0.00
C -2.1066 -1.4959 4.2511 0.1 0.0 -0.1 0.00
H -5.6232 -5.5409 0.7287 0.0 0.0 0.0 0.00
H -4.4014 -5.0256 1.8900 0.0 0.0 0.0 0.00
H -3.9149 -5.5155 0.2676 0.0 0.0 0.0 0.00
H -6.3398 -4.1234 -1.1089 0.0 0.0 0.0 0.00
H -4.7029 -4.1203 -1.7617 0.0 0.0 0.0 0.00
H -5.5539 -2.5948 -1.4910 0.0 0.0 0.0 0.00
H -6.8367 -3.3559 1.1974 0.0 0.0 0.0 0.00
H -6.0431 -1.8088 0.8672 0.0 0.0 0.0 0.00
H -5.5500 -2.7746 2.2569 0.0 0.0 0.0 0.00
H -3.3430 -2.2610 -1.6474 0.0 0.0 -0.1 0.00
H -3.3077 -3.1846 2.5069 0.0 0.0 0.1 0.00
H 1.0393 -1.6991 2.8835 -0.1 0.0 0.1 0.00
H 0.4915 -1.3771 4.5320 0.0 0.0 0.1 0.00
H 0.0732 -0.2548 3.2291 -0.1 -0.2 0.1 0.00
H -0.0692 -3.9985 2.9642 0.0 0.0 0.0 0.00
H -1.6838 -4.1722 3.6489 -0.1 0.0 0.0 0.00
H -0.3549 -3.5999 4.6597 0.0 0.0 0.0 0.00
H -2.2897 -0.4453 4.0141 0.0 0.0 0.0 0.00
H -1.7182 -1.5492 5.2704 0.0 0.0 0.0 0.00
H -3.0618 -2.0164 4.2333 -0.1 -0.1 0.0 0.00
Br -1.8436 8.1386 -2.3454 0.0 0.0 0.0 0.00
C -1.2938 6.3220 -2.3817 0.0 0.0 0.0 0.00
C -0.3577 5.9148 -3.3168 0.0 0.1 0.0 0.00
C 0.0470 4.5885 -3.3304 0.0 0.0 -0.1 0.00
C -0.4560 3.6854 -2.4054 0.0 -0.1 0.1 0.00
C -1.3980 4.1153 -1.4771 0.1 0.0 0.0 0.00
C -1.8331 5.4304 -1.4668 0.0 0.1 0.0 0.00
C 0.0640 2.2637 -2.3933 -0.2 0.0 -0.1 0.00
O 0.2592 1.6806 -3.4582 0.0 0.1 0.0 0.00
O 0.2920 1.7976 -1.2167 0.0 -0.1 -0.1 0.03
H 0.0456 6.6254 -4.0249 0.0 0.0 0.0 0.00
H 0.7567 4.2456 -4.0723 0.0 0.0 0.0 0.00
H -1.7844 3.4164 -0.7464 0.0 0.0 0.0 0.00
H -2.5714 5.7632 -0.7501 0.0 0.0 0.0 0.00
```
Forces are in eV/Å.

The energy above the lowest of the compared OMol25 structures with the same formula, charge and spin comes out at 0.073 eV. Its multiplicity is 2. The calculation puts the HOMO-LUMO gap (alpha / beta) at 6.58 / 6.56 eV. Its total charge is 0. The LUMO energy (alpha / beta) comes out at -1.055 / -1.056 eV.

=====

[3]
Entry from the Open Molecules 2025 dataset: a single CHClN2O2S molecule (the ωB97M-V functional and the def2-TZVPD basis).

Structure (XYZ):
```
8
Properties=species:S:1:pos:R:3:forces:R:3:nbo_charge:R:1
C 1.3680 -0.3139 0.2802 -1.4 -1.4 -1.7 -0.08
N 2.2166 -0.0237 0.9634 2.3 0.6 1.5 -0.23
N -1.0075 0.0226 0.3091 0.1 0.6 0.3 -0.88
O -0.0086 2.0992 -0.9911 0.5 0.9 -1.8 -0.80
O -0.3204 -2.3174 -0.1043 0.4 1.1 -0.8 -0.87
S -0.0268 -0.9704 -0.6310 1.1 -2.1 0.6 1.44
Cl -0.3466 1.6367 0.3588 -1.9 -0.7 1.5 1.04
H -1.8749 -0.1333 -0.1851 -1.1 1.1 0.2 0.39
```
Forces are in eV/Å.

The energy above the lowest of the compared OMol25 structures with the same formula, charge and spin comes out at 5.050 eV. The calculation puts the HOMO-LUMO gap at 9.72 eV. Its total charge is 0. The LUMO energy comes out at -0.551 eV.

=====

[4]
Entry from the Open Molecules 2025 dataset: a 2-piece molecular cluster, C4H8N2O2 overall (the ωB97M-V functional and the def2-TZVPD basis).

Structure (XYZ):
```
16
Properties=species:S:1:pos:R:3:forces:R:3:nbo_charge:R:1
C -1.2721 1.1412 -0.3428 -0.9 -0.3 -1.1 -0.42
N -1.4167 0.2289 -1.3006 -0.1 0.6 0.9 0.08
N 0.6418 -1.1118 -1.1468 -0.2 0.4 0.9 -0.83
C 1.4670 -0.2026 -0.7390 0.2 -0.4 -1.1 0.68
C 1.0587 0.2931 0.8550 -0.8 0.3 0.0 -0.52
C 0.8931 -0.7578 1.6966 0.4 0.0 -0.4 -0.17
O -2.2489 -0.7899 -1.0190 0.1 0.1 0.1 -0.47
O 2.4459 0.3991 -1.1426 -0.4 0.1 0.6 -0.60
H -2.5372 -0.7547 -0.0855 0.1 0.1 -0.2 0.44
H 0.5872 -1.1850 -2.1567 0.4 0.0 0.0 0.38
H 1.6050 1.1658 1.1998 0.1 0.0 0.0 0.24
H -0.0713 0.7409 0.3607 1.1 -0.7 0.1 0.32
H -0.9187 2.1007 -0.7029 0.2 -0.1 0.0 0.24
H -1.9759 1.1655 0.4934 0.1 -0.2 0.1 0.19
H 0.4755 -1.6818 1.3154 -0.2 0.1 0.0 0.22
H 1.2666 -0.7518 2.7151 0.1 0.0 0.0 0.20
```
Forces are in eV/Å.

The energy above the lowest of the compared OMol25 structures with the same formula, charge and spin comes out at 7.884 eV. The calculation puts the HOMO-LUMO gap (alpha / beta) at 7.27 / 7.26 eV. Its total charge is 0. The LUMO energy (alpha / beta) comes out at -1.414 / -1.414 eV.